Formula: C20H60BF4N14O12
Source: the Open Molecules 2025 dataset
Level of theory: ωB97M-V/def2-TZVPD

Calculated values
Strongest force on any atom = 2.8 eV Å⁻¹
Gap between HOMO and LUMO = 8.5631 eV
Total charge = -1
Highest occupied orbital energy = -0.247 Eh
2S+1 = 1

Each line ends with the Löwdin charge.
CARTESIAN COORDINATES (ANGSTROEM)
B1 0.176 -1.494 -0.187  -1.2998
F1 -0.116 -1.299 1.164  0.1189
F2 0.296 -2.858 -0.425  0.1203
F3 -0.850 -0.857 -0.932  0.0958
F4 1.410 -0.882 -0.465  0.1087
C1 -0.335 -5.810 1.848  -0.6822
O1 0.709 -6.439 1.949  0.0163
N1 -1.170 -5.594 2.909  0.1409
N2 -0.821 -5.201 0.734  0.1586
H1 -0.826 -5.962 3.778  0.0932
H2 -2.102 -5.241 2.779  0.0683
H3 -1.713 -4.710 0.711  0.0316
H4 -0.284 -4.960 -0.078  0.0772
C2 1.895 -1.559 4.293  -0.6960
O2 2.706 -1.345 5.202  -0.0140
N3 1.388 -2.814 4.077  0.1571
N4 1.602 -0.703 3.306  0.1753
H5 0.839 -2.973 3.253  0.0839
H6 1.811 -3.493 4.685  0.1011
H7 1.933 0.224 3.536  0.1020
H8 1.156 -0.830 2.417  0.0620
C3 2.944 -5.591 -1.278  -0.6714
O3 2.790 -6.078 -0.167  0.0429
N5 3.850 -6.068 -2.191  0.1362
N6 2.330 -4.463 -1.714  0.1630
H9 4.026 -5.534 -3.020  0.0769
H10 4.275 -6.970 -2.102  0.0958
H11 2.453 -4.235 -2.680  0.0716
H12 1.799 -3.850 -1.114  0.0707
C4 5.253 -1.545 0.339  -0.6922
O4 6.221 -1.442 1.089  0.0060
N7 5.278 -1.433 -1.034  0.1438
N8 3.995 -1.668 0.814  0.1698
H13 6.210 -1.318 -1.396  0.0929
H14 4.511 -1.715 -1.612  0.0790
H15 4.128 -1.752 1.817  0.1111
H16 3.135 -1.692 0.301  0.0663
C5 1.361 -0.309 -3.885  -0.6410
O5 2.213 -0.110 -4.742  0.0132
N9 0.595 0.635 -3.199  0.1664
N10 1.301 -1.479 -3.201  0.1581
H17 -0.144 0.321 -2.601  0.0609
H18 0.901 1.592 -3.265  0.0662
H19 1.809 -2.268 -3.560  0.0869
H20 0.849 -1.554 -2.301  0.0502
C6 -3.652 -3.387 0.253  -0.6277
O6 -3.439 -4.265 1.088  0.0040
N11 -4.890 -2.838 0.078  0.1594
N12 -2.756 -2.864 -0.642  0.2004
H21 -4.988 -2.104 -0.601  0.0600
H22 -5.638 -3.057 0.709  0.1014
H23 -3.116 -2.163 -1.256  0.0682
H24 -1.803 -3.115 -0.435  0.0675
C7 -5.283 -0.510 4.747  -0.1158
O7 -4.762 0.242 3.659  -0.1979
C8 -4.155 -0.592 2.685  -0.2195
C9 -3.563 0.283 1.599  -0.2098
N13 -2.950 1.533 2.021  -0.0603
C10 -1.615 1.325 2.592  -0.1906
C11 -1.124 2.661 3.178  -0.2336
O8 0.187 2.471 3.621  -0.1815
C12 1.033 3.590 3.445  -0.0935
H25 -4.530 -0.779 5.490  0.0871
H26 -5.853 -1.398 4.466  0.0825
H27 -5.995 0.092 5.314  0.0796
H28 -4.975 -1.200 2.286  0.1048
H29 -3.406 -1.209 3.196  0.1279
H30 -4.424 0.573 0.983  0.1060
H31 -2.881 -0.269 0.952  0.1087
H32 -3.574 2.011 2.658  0.0991
H33 -0.992 0.840 1.842  0.1078
H34 -1.684 0.600 3.417  0.1209
H35 -1.896 3.048 3.851  0.1236
H36 -1.244 3.281 2.279  0.1069
H37 0.911 3.942 2.413  0.0770
H38 2.070 3.265 3.509  0.0883
H39 0.751 4.376 4.151  0.0876
C13 5.720 5.239 -4.205  -0.1235
O9 4.880 5.096 -3.077  -0.1826
C14 3.564 5.571 -3.333  -0.2312
C15 2.607 5.096 -2.277  -0.2154
N14 2.374 3.656 -2.259  -0.0611
C16 1.569 3.097 -1.186  -0.2074
C17 0.087 3.371 -1.380  -0.2182
O10 -0.268 4.725 -1.053  -0.1968
C18 -1.662 4.921 -0.906  -0.1008
H40 5.339 4.597 -5.006  0.0882
H41 6.695 4.771 -4.047  0.0824
H42 5.920 6.269 -4.503  0.0840
H43 3.125 5.276 -4.291  0.1262
H44 3.631 6.662 -3.269  0.1219
H45 1.635 5.560 -2.466  0.1130
H46 2.879 5.399 -1.256  0.1242
H47 3.268 3.181 -2.310  0.1143
H48 2.014 3.258 -0.195  0.1228
H49 1.703 2.013 -1.250  0.1038
H50 -0.410 2.559 -0.837  0.1168
H51 -0.195 3.195 -2.421  0.1054
H52 -2.057 4.500 -1.843  0.0749
H53 -1.956 5.960 -0.789  0.0860
H54 -2.100 4.298 -0.120  0.0793
C19 -3.577 0.192 -2.510  -0.2395
C20 -3.337 1.656 -2.167  -0.2211
O11 -4.583 2.393 -2.218  -0.0723
O12 -4.531 -0.419 -1.680  -0.0812
H55 -2.597 -0.286 -2.449  0.1006
H56 -3.896 0.137 -3.558  0.1242
H57 -2.575 2.088 -2.816  0.1127
H58 -3.022 1.779 -1.129  0.1100
H59 -4.565 2.889 -3.041  0.0821
H60 -5.226 0.243 -1.553  0.0968

***

Formula: C5H11O2S
Source: the Open Molecules 2025 dataset
Level of theory: ωB97M-V/def2-TZVPD

Calculated values
Energy relative to the best compared isomer or geometry (same formula, charge and spin) = 8.6 kcal per mole
Strongest force on any atom = 1.2 eV Å⁻¹
Gap between HOMO and LUMO = 7.3712 eV
Total charge = -1
Highest occupied orbital energy = -0.154 Eh
2S+1 = 1

Each line ends with the Löwdin charge.
CARTESIAN COORDINATES (ANGSTROEM)
C1 -1.674 1.988 0.225  -0.4469
C2 0.523 1.616 1.913  -0.4193
S1 -1.227 2.124 1.958  0.6876
H1 -2.692 1.621 0.106  0.0207
H2 -1.671 2.980 -0.232  0.0231
H3 -1.029 1.328 -0.345  0.0139
H4 0.884 1.908 0.938  0.0080
H5 0.609 0.539 2.024  0.0155
H6 1.050 2.091 2.740  0.0196
C3 0.150 -1.275 -0.579  -0.1941
C4 0.238 -2.745 -0.923  -0.1450
C5 1.276 -0.439 -1.287  -0.7450
O1 1.562 -0.839 -2.439  -0.0878
O2 1.726 0.564 -0.697  -0.0896
H7 -0.738 -0.763 -0.923  0.0833
H8 0.229 -1.196 0.504  0.0814
H9 1.047 -3.212 -0.370  0.0616
H10 0.363 -2.923 -1.991  0.0592
H11 -0.624 -3.365 -0.622  0.0537

***

Formula: C4H11NO2
Source: the Open Molecules 2025 dataset
Level of theory: ωB97M-V/def2-TZVPD

Calculated values
Energy relative to the best compared isomer or geometry (same formula, charge and spin) = 22.9 kcal per mole
Strongest force on any atom = 2.4 eV Å⁻¹
Gap between HOMO and LUMO = 9.6071 eV
Highest occupied orbital energy = -0.328 Eh
2S+1 = 1
SMILES string = CC(=O)N(C)C.O

Each line ends with the Löwdin charge.
CARTESIAN COORDINATES (ANGSTROEM)
C1 -0.393 -1.012 -1.123  -0.0211
C2 0.645 -0.500 -0.154  -0.5091
O1 1.322 -1.218 0.550  0.0474
N1 0.789 0.879 -0.126  -0.1580
C3 1.558 1.499 0.921  -0.0816
C4 -0.090 1.835 -0.865  -0.0271
H1 -1.409 -0.666 -0.967  0.0420
H2 -0.402 -2.062 -0.788  0.0873
H3 -0.253 -0.957 -2.203  0.0879
H4 1.007 1.825 1.809  0.0925
H5 2.295 0.786 1.275  0.0792
H6 2.117 2.349 0.518  0.0874
H7 -0.085 2.722 -0.240  0.0770
H8 -1.068 1.402 -1.014  0.0709
H9 0.425 2.078 -1.793  0.0881
O2 -2.902 -1.399 0.630  -0.0237
H10 -2.840 -2.271 0.958  0.0238
H11 -3.558 -0.897 1.101  0.0370

***

Formula: C27H35ClMoN4P2
Source: the Open Molecules 2025 dataset
Level of theory: ωB97M-V/def2-TZVPD

Calculated values
Energy relative to the best compared isomer or geometry (same formula, charge and spin) = 196.3 kcal per mole
Strongest force on any atom = 4.1 eV Å⁻¹
Gap between HOMO and LUMO (alpha / beta) = 5.3225 / 4.1958 eV
Total charge = +2
Highest occupied orbital energy (alpha / beta) = -0.482 / -0.483 Eh
2S+1 = 3

Each line ends with the Mulliken spin population.
CARTESIAN COORDINATES (ANGSTROEM)
Mo1 -0.638 1.284 -3.573  1.3416
C1 -1.603 1.512 -6.237  -0.0830
C2 -1.517 0.164 -5.999  0.0680
C3 -0.564 -0.681 -6.779  -0.0066
C4 0.835 0.076 -6.797  -0.0274
C5 1.089 0.914 -5.601  -0.1806
C6 0.742 2.250 -5.415  0.1013
C7 0.158 3.154 -6.424  -0.0263
C8 -0.866 2.374 -7.228  0.0029
C9 0.671 1.549 -1.480  -0.0588
H1 -2.497 1.989 -5.835  0.0151
H2 -2.362 -0.378 -5.551  -0.0104
H3 -0.788 -0.849 -7.868  -0.0040
H4 -0.542 -1.676 -6.279  -0.0001
H5 1.596 -0.723 -6.743  -0.0029
H6 0.962 0.581 -7.779  0.0011
H7 1.826 0.444 -4.938  0.0089
H8 1.498 2.775 -4.813  0.0215
H9 0.868 3.622 -7.139  0.0021
H10 -0.347 3.987 -5.883  0.0039
H11 -1.591 3.108 -7.596  0.0010
H12 -0.435 1.895 -8.132  0.0000
H13 -0.107 2.325 -1.687  -0.0333
H14 1.673 1.988 -1.537  0.0112
H15 0.659 1.246 -0.440  0.0068
P1 1.277 -0.705 -2.875  -0.0520
P2 -0.631 -2.728 -1.602  0.0073
N1 3.045 0.372 -3.270  0.0392
N2 2.401 -1.702 -2.044  -0.0111
N3 -2.784 0.938 -3.465  -0.0100
N4 -2.285 -2.686 -1.547  0.0091
C10 0.797 -1.937 -4.077  -0.0024
C11 -0.559 -2.382 -3.498  -0.0087
C12 2.905 1.740 -3.316  0.3353
C13 4.012 2.317 -3.892  0.0983
C14 4.971 1.280 -4.010  0.1177
C15 4.355 0.074 -3.719  0.3379
C16 3.329 -1.110 -1.182  -0.0082
C17 4.060 -2.120 -0.597  0.0139
C18 3.624 -3.362 -1.166  -0.0055
C19 2.628 -3.076 -2.060  0.0161
C20 -2.570 2.311 -3.149  -0.0038
C21 -3.597 3.048 -3.806  0.0074
C22 -4.523 2.103 -4.320  -0.0085
C23 -4.080 0.826 -3.951  -0.0106
C24 -3.349 -2.596 -2.468  -0.0050
C25 -4.543 -2.745 -1.770  0.0062
C26 -4.225 -2.773 -0.365  0.0023
C27 -2.855 -2.655 -0.256  0.0008
H16 1.527 -2.723 -4.207  -0.0016
H17 0.645 -1.543 -5.097  0.0036
H18 -1.351 -1.578 -3.681  -0.0011
H19 -0.856 -3.355 -3.973  -0.0030
H20 1.981 2.282 -3.080  0.0525
H21 4.101 3.353 -4.146  -0.0025
H22 6.011 1.478 -4.178  -0.0009
H23 4.691 -0.959 -3.829  -0.0097
H24 3.416 -0.040 -1.080  0.0027
H25 4.785 -1.974 0.191  0.0002
H26 3.947 -4.355 -0.930  -0.0001
H27 2.037 -3.727 -2.683  0.0006
H28 -1.939 2.629 -2.295  -0.0119
H29 -3.561 4.123 -3.910  -0.0004
H30 -5.464 2.278 -4.832  -0.0006
H31 -4.629 -0.102 -4.026  0.0012
H32 -3.164 -2.398 -3.525  0.0008
H33 -5.519 -2.798 -2.227  0.0000
H34 -4.944 -2.865 0.447  -0.0001
H35 -2.223 -2.525 0.609  -0.0001
Cl1 -1.376 -0.070 -1.424  -0.0473